1.
{"formula": "C30H35ClN7O3S6Sn", "method": "ωB97M-V/def2-TZVPD", "species": ["Sn", "S", "C", "C", "C", "C", "N", "C", "C", "C", "S", "C", "N", "H", "H", "N", "N", "C", "N", "N", "N", "O", "O", "H", "H", "H", "H", "H", "C", "C", "S", "C", "C", "S", "C", "C", "S", "H", "H", "H", "H", "H", "H", "H", "H", "H", "H", "H", "H", "Cl", "C", "H", "H", "O", "S", "C", "C", "C", "C", "C", "C", "C", "C", "C", "C", "C", "C", "C", "C", "H", "H", "H", "H", "H", "H", "H", "H", "H", "H", "H", "H", "H", "H"], "xyz": [[-0.063, -0.692, 0.652], [-1.733, -1.058, 2.595], [-2.855, -2.257, 2.002], [-3.426, -3.102, 2.939], [-4.207, -4.192, 2.564], [-4.739, -5.071, 3.517], [-5.182, -5.792, 4.297], [-4.429, -4.429, 1.189], [-3.927, -3.533, 0.257], [-3.154, -2.434, 0.630], [-2.612, -1.382, -0.605], [-5.122, -5.571, 0.754], [-5.664, -6.506, 0.361], [-3.227, -2.930, 3.988], [-4.114, -3.700, -0.794], [-0.849, 1.009, -2.705], [-0.608, 0.049, -3.689], [-0.191, -1.206, -3.471], [-0.011, -1.997, -4.545], [0.040, -1.547, -2.220], [0.426, -2.747, -1.857], [0.894, -3.547, -2.670], [0.320, -3.017, -0.674], [-1.706, 0.784, -2.193], [-0.096, 0.955, -2.016], [-0.868, 0.330, -4.625], [-0.450, -1.768, -5.419], [0.321, -2.938, -4.353], [-0.457, 4.892, -0.431], [-1.945, 4.631, -0.228], [-2.389, 2.854, -0.156], [-2.374, 2.525, 1.626], [-1.053, 2.810, 2.306], [0.352, 2.301, 1.255], [1.656, 3.359, 1.977], [1.850, 4.676, 1.245], [0.343, 5.689, 1.023], [-0.296, 5.562, -1.274], [0.078, 3.962, -0.604], [-2.512, 5.025, -1.071], [-2.318, 5.095, 0.684], [-2.615, 1.464, 1.693], [-3.173, 3.107, 2.091], [-1.004, 2.256, 3.244], [-0.920, 3.876, 2.491], [2.578, 2.780, 1.924], [1.397, 3.528, 3.020], [2.279, 4.528, 0.254], [2.515, 5.311, 1.833], [3.044, 0.179, 2.382], [1.439, -0.618, 2.624], [0.972, -0.028, 3.422], [1.692, -1.588, 3.070], [2.338, -1.065, -0.474], [3.758, -1.099, -0.117], [4.528, -1.932, -1.622], [4.481, -0.923, -2.707], [3.285, -0.695, -3.377], [3.172, 0.332, -4.292], [4.263, 1.135, -4.572], [5.470, 0.894, -3.940], [5.576, -0.118, -3.003], [4.094, -2.514, 1.040], [3.636, -3.865, 0.634], [2.326, -4.266, 0.862], [1.928, -5.553, 0.555], [2.834, -6.463, 0.039], [4.142, -6.072, -0.189], [4.537, -4.778, 0.093], [3.915, -2.808, -1.829], [5.543, -2.211, -1.356], [2.440, -1.323, -3.155], [2.225, 0.517, -4.774], [4.172, 1.943, -5.282], [6.326, 1.514, -4.162], [6.512, -0.287, -2.489], [3.628, -2.222, 1.976], [5.176, -2.467, 1.151], [1.613, -3.571, 1.281], [0.903, -5.845, 0.725], [2.526, -7.475, -0.178], [4.860, -6.780, -0.580], [5.561, -4.475, -0.078]], "forces_ev_per_a": [[0.2, 0.7, 0.5], [0.2, 0.1, 0.2], [0.0, 0.0, 0.0], [-0.2, -0.4, 0.0], [0.4, 0.6, -0.9], [-0.4, -0.6, 0.8], [0.0, -0.1, 0.1], [0.6, 1.0, 0.5], [-0.2, -0.5, 0.3], [-0.3, 0.1, -0.1], [0.1, 0.3, -0.3], [-0.6, -0.8, -0.4], [-0.1, -0.1, 0.0], [0.0, 0.0, 0.0], [0.0, 0.0, 0.0], [-0.1, 0.1, 0.4], [-0.2, 0.2, -0.3], [0.2, -0.9, -0.1], [0.0, -0.2, -0.2], [-0.4, 1.7, 0.2], [0.0, -0.5, -0.3], [0.4, -0.6, -0.3], [-0.2, -0.1, 0.2], [0.2, -0.1, -0.1], [-0.1, 0.0, -0.1], [0.2, -0.1, 0.2], [0.0, 0.0, 0.0], [-0.1, 0.2, 0.0], [0.4, 0.4, 0.1], [-0.1, -0.6, 0.0], [-0.4, 0.2, 0.0], [-0.1, 0.1, -0.4], [0.3, 0.0, -0.1], [0.4, 0.3, 0.5], [-0.2, -0.2, -0.2], [-0.5, 0.2, 0.0], [0.1, -0.1, -0.1], [-0.1, 0.0, -0.1], [-0.1, 0.1, -0.1], [0.0, 0.0, 0.1], [-0.1, 0.1, 0.0], [-0.1, -0.1, 0.0], [0.0, -0.1, 0.1], [0.0, 0.0, 0.1], [-0.1, 0.0, 0.1], [0.0, 0.0, 0.1], [0.1, 0.0, 0.1], [0.1, 0.0, 0.0], [0.1, 0.0, -0.1], [0.2, 0.6, 0.3], [-0.5, -0.5, 0.0], [-0.1, -0.1, -0.2], [-0.1, 0.0, 0.0], [-1.1, 0.0, -0.2], [2.0, -1.1, -0.5], [-0.3, 0.4, 0.7], [0.0, 0.1, -0.2], [0.0, -0.1, 0.0], [-0.1, 0.1, -0.1], [0.0, 0.1, -0.1], [0.1, 0.1, 0.0], [0.0, -0.1, 0.0], [-0.1, 0.5, -0.2], [0.0, -0.2, 0.0], [0.1, 0.0, 0.0], [-0.1, -0.1, 0.0], [-0.1, 0.0, 0.0], [0.1, -0.1, -0.1], [0.0, 0.0, 0.0], [0.0, -0.1, 0.0], [0.2, -0.1, 0.0], [-0.1, -0.1, 0.1], [-0.1, 0.0, -0.1], [0.0, 0.1, -0.1], [0.1, 0.1, 0.0], [0.1, 0.0, 0.0], [0.1, 0.1, 0.0], [0.1, 0.0, 0.1], [0.0, 0.1, 0.1], [-0.1, 0.0, 0.0], [0.0, -0.1, 0.0], [0.0, 0.0, -0.1], [0.1, 0.0, 0.0]], "lowdin_charge": [0.88, 0.53, -0.69, -0.08, -0.21, -0.21, 0.14, -0.21, -0.08, -0.75, 0.49, -0.21, 0.15, 0.10, 0.10, 0.05, -0.02, -0.42, 0.19, 0.06, -0.43, 0.02, -0.07, 0.02, 0.05, 0.14, 0.11, 0.09, -0.55, -0.52, 0.82, -0.54, -0.50, 0.74, -0.51, -0.53, 0.83, 0.06, 0.02, 0.06, 0.06, 0.02, 0.08, 0.08, 0.04, 0.02, 0.08, 0.08, 0.07, 0.44, -0.76, -0.04, -0.03, -0.65, 0.88, -0.25, -0.30, -0.04, -0.08, -0.10, -0.09, -0.05, -0.29, -0.28, -0.04, -0.06, -0.09, -0.09, -0.07, 0.10, 0.09, 0.08, 0.09, 0.10, 0.10, 0.11, 0.04, 0.09, 0.10, 0.11, 0.10, 0.10, 0.11], "homo_lumo_gap_ev": 5.8, "relative_energy_kcal_mol": 36.0, "charge": -1, "e_homo_ev": -3.84}

***

2.
{"formula": "C31H40AsBN10PtS", "method": "ωB97M-V/def2-TZVPD", "species": ["Pt", "C", "C", "C", "C", "N", "N", "B", "N", "C", "C", "C", "C", "N", "N", "C", "C", "C", "C", "N", "N", "C", "C", "C", "C", "N", "H", "H", "H", "H", "H", "H", "H", "H", "H", "H", "H", "H", "H", "H", "H", "H", "H", "H", "H", "H", "C", "N", "C", "C", "C", "C", "C", "N", "C", "C", "C", "C", "C", "C", "H", "H", "H", "H", "H", "H", "H", "H", "H", "H", "H", "C", "As", "C", "C", "S", "H", "H", "H", "H", "H", "H", "H", "H", "H"], "xyz": [[-0.579, -0.137, -0.560], [-1.182, -1.285, -4.175], [-1.920, -0.221, -3.436], [-3.075, 0.470, -3.774], [-3.292, 1.375, -2.730], [-2.320, 1.272, -1.824], [-1.496, 0.309, -2.263], [-0.571, 2.276, 1.533], [0.080, 2.571, 0.246], [0.569, 3.767, -0.176], [1.159, 3.593, -1.395], [1.001, 2.231, -1.703], [1.407, 1.517, -2.942], [0.384, 1.630, -0.693], [-0.297, 0.974, 2.163], [-0.152, 0.709, 3.485], [0.271, -0.582, 3.622], [0.345, -1.101, 2.326], [0.698, -2.502, 1.966], [0.032, -0.153, 1.440], [-1.351, 3.271, 2.148], [-1.965, 4.389, 1.587], [-2.648, 5.012, 2.565], [-2.422, 4.229, 3.751], [-2.948, 4.498, 5.115], [-1.668, 3.193, 3.495], [-1.808, -2.164, -4.339], [-0.288, -1.589, -3.632], [-0.870, -0.929, -5.157], [-3.659, 0.354, -4.673], [-4.076, 2.107, -2.618], [0.489, 4.644, 0.446], [1.644, 4.342, -1.998], [2.457, 1.714, -3.160], [0.820, 1.881, -3.787], [1.239, 0.446, -2.854], [-0.362, 1.480, 4.207], [0.493, -1.100, 4.540], [1.161, -2.987, 2.822], [1.397, -2.545, 1.134], [-0.193, -3.081, 1.714], [-1.895, 4.603, 0.533], [-3.249, 5.901, 2.478], [-2.577, 5.456, 5.481], [-2.643, 3.716, 5.807], [-4.037, 4.559, 5.098], [-3.175, -1.601, -0.221], [-1.742, -1.817, -0.511], [-1.273, -2.940, -0.875], [0.150, -2.987, -1.265], [0.955, -4.153, -1.602], [2.170, -3.687, -1.914], [2.148, -2.192, -1.820], [0.801, -1.873, -1.359], [-3.342, -0.862, 1.082], [-3.012, -1.492, 2.280], [-3.215, -0.844, 3.488], [-3.741, 0.442, 3.503], [-4.066, 1.076, 2.313], [-3.870, 0.424, 1.103], [-3.695, -2.560, -0.235], [-3.543, -0.995, -1.054], [-1.899, -3.827, -0.929], [0.616, -5.178, -1.597], [3.017, -4.272, -2.241], [2.304, -1.725, -2.798], [-2.640, -2.513, 2.275], [-2.988, -1.348, 4.418], [-3.912, 0.942, 4.447], [-4.495, 2.070, 2.326], [-4.135, 0.911, 0.173], [6.405, -0.569, -0.511], [5.324, -1.889, -1.372], [5.392, -1.706, -3.277], [5.898, -3.636, -0.842], [3.298, -1.423, -0.613], [7.445, -0.764, -0.775], [6.281, -0.653, 0.567], [6.111, 0.421, -0.853], [6.425, -1.873, -3.584], [5.084, -0.701, -3.557], [4.757, -2.452, -3.752], [6.942, -3.739, -1.139], [5.304, -4.402, -1.334], [5.809, -3.726, 0.239]], "forces_ev_per_a": [[-0.1, 0.0, -0.1], [0.0, 0.0, 0.0], [-0.1, 0.1, 0.1], [0.1, -0.1, 0.0], [0.0, 0.0, 0.0], [0.0, 0.0, 0.1], [0.1, 0.0, -0.1], [0.0, 0.0, 0.0], [0.0, 0.0, 0.0], [0.0, 0.0, 0.0], [0.0, 0.0, 0.0], [0.0, 0.0, 0.0], [0.0, 0.0, 0.0], [0.0, 0.0, 0.0], [0.0, -0.1, -0.1], [0.0, 0.0, 0.0], [0.0, 0.0, 0.0], [0.0, 0.1, 0.0], [0.0, 0.0, 0.0], [-0.1, -0.1, 0.0], [0.0, 0.0, 0.1], [0.0, 0.0, 0.0], [0.0, 0.0, 0.0], [0.0, 0.0, 0.0], [0.0, 0.0, 0.0], [0.0, 0.0, 0.0], [0.0, 0.0, 0.0], [0.0, 0.0, 0.0], [0.0, 0.0, 0.0], [0.0, 0.0, 0.0], [0.0, 0.0, 0.0], [0.0, 0.0, 0.0], [0.0, 0.0, 0.0], [0.0, 0.0, 0.0], [0.0, 0.0, 0.0], [0.0, 0.0, 0.0], [0.0, 0.0, 0.0], [0.0, 0.0, 0.0], [0.0, 0.0, 0.0], [0.0, 0.0, 0.0], [0.0, 0.0, 0.0], [0.0, 0.0, 0.0], [0.0, 0.0, 0.0], [0.0, 0.0, 0.0], [0.0, 0.0, 0.0], [0.0, 0.0, 0.0], [0.1, 0.0, 0.0], [0.0, 0.0, -0.1], [0.0, 0.1, 0.0], [0.0, 0.1, 0.0], [0.0, 0.0, 0.0], [-0.1, 0.0, 0.0], [0.0, -0.1, -0.1], [0.0, 0.0, 0.2], [0.0, -0.1, 0.1], [-0.1, 0.0, 0.0], [0.0, 0.0, 0.0], [0.0, 0.0, 0.0], [0.0, 0.0, 0.0], [0.0, 0.1, 0.0], [0.0, 0.0, 0.0], [0.0, 0.0, 0.0], [0.0, 0.0, 0.0], [0.0, 0.0, 0.0], [0.0, 0.0, 0.0], [0.0, 0.0, 0.0], [0.0, 0.0, 0.0], [0.0, 0.0, 0.0], [0.0, 0.0, 0.0], [0.0, 0.0, 0.0], [0.0, 0.0, 0.0], [0.0, 0.0, 0.0], [-0.1, 0.0, 0.0], [0.0, 0.0, 0.0], [0.0, 0.0, 0.0], [0.1, 0.1, 0.1], [0.0, 0.0, 0.0], [0.0, 0.0, 0.0], [0.0, 0.0, 0.0], [0.0, 0.0, 0.0], [0.0, 0.0, 0.0], [0.0, 0.0, 0.0], [0.0, 0.0, 0.0], [0.0, 0.0, 0.0], [0.0, 0.0, 0.0]], "lowdin_charge": [1.46, -0.01, -0.33, -0.01, -0.13, -0.02, -0.23, -0.41, 0.05, 0.00, 0.05, -0.29, 0.00, -0.08, 0.06, 0.00, 0.03, -0.31, 0.00, -0.05, 0.03, -0.03, 0.03, -0.31, 0.00, 0.14, 0.09, 0.04, 0.10, 0.12, 0.12, 0.15, 0.13, 0.09, 0.11, 0.04, 0.13, 0.13, 0.10, 0.03, 0.08, 0.13, 0.13, 0.10, 0.08, 0.09, -0.10, -0.08, -0.01, -0.26, 0.05, -0.02, -0.63, -0.03, -0.24, -0.05, -0.06, -0.06, -0.06, -0.04, 0.14, 0.12, 0.16, 0.14, 0.12, 0.12, 0.12, 0.12, 0.12, 0.12, 0.10, -0.21, 0.95, -0.20, -0.20, 0.72, 0.07, 0.06, 0.06, 0.07, 0.06, 0.05, 0.07, 0.04, 0.06], "homo_lumo_gap_ev": [6.4, 6.0], "relative_energy_kcal_mol": 1.1, "spin_multiplicity": 2, "s_squared": 0.754, "charge": 3, "e_homo_ev": [-15.95, -15.86]}

***

In the order shown, the computed electronic energy values come out to -131614.1653, -123270.9496 eV.